This record from OMol25 describes 6 unconnected molecules or ions with the total composition C38H68F3N4O24S5Si at a distorted geometry. The level of theory is the ωB97M-V functional and the def2-TZVPD basis.

Last column: Mulliken charge in e.
Cartesian coordinates (Å):
C: 2.2879 6.1438 8.5701  -1.10
C: 0.7662 5.7373 8.4415  0.56
O: 0.0457 6.0907 9.3471  -0.51
N: 0.2985 4.9419 7.3046  0.26
C: -0.0047 3.5980 7.9104  -1.03
C: -0.9179 5.5425 6.6869  -0.46
C: -0.7821 5.7707 5.1297  -0.92
C: -0.1020 4.5705 4.3719  0.44
C: 0.0542 4.8591 2.8045  -0.70
N: -0.7561 3.9241 1.9930  0.22
C: -0.3491 2.7991 1.5085  -0.98
N: 1.0102 2.3718 1.7961  -0.17
C: 0.9481 0.9290 1.4269  -0.52
C: -0.5295 0.5116 1.1015  1.55
C: -0.7616 -0.7674 0.2180  -0.88
O: -1.9387 -1.5070 0.4921  -0.26
C: -2.9466 -1.3430 -0.5076  -0.35
O: -3.4990 -2.6447 -0.7453  -0.47
C: -2.6032 -3.3748 -1.5971  -0.23
C: -2.7948 -3.0890 -3.1267  -0.14
O: -4.1710 -3.0591 -3.5526  -0.51
C: -1.1133 0.1137 2.5444  -1.03
C: -0.3992 -1.1532 3.1729  0.27
C: -1.4076 -2.2952 3.5756  -1.22
F: 0.2127 -0.7430 4.4078  -0.42
N: -1.0943 1.8291 0.7407  0.50
C: -1.1975 2.2415 -0.6546  0.52
F: -1.8280 3.5154 -0.6125  -0.45
F: -2.0928 1.4677 -1.3800  -0.25
C: 0.1366 2.4572 -1.4416  -0.25
C: 0.3929 1.3831 -2.5804  -0.05
Si: 1.9945 1.8887 -3.5303  -0.29
C: 2.0767 0.6636 -5.0001  -1.06
C: 2.0005 3.6986 -4.1006  -1.03
C: 3.4113 1.4756 -2.2973  0.75
C: 3.9532 2.4353 -1.3312  -0.33
C: 5.0042 2.0085 -0.3986  -0.64
C: 5.4753 0.6204 -0.4565  0.01
C: 4.9754 -0.3585 -1.4174  -0.96
C: 3.9225 0.0888 -2.3469  -0.18
H: 2.7849 5.6019 9.4207  0.29
H: 2.3586 7.2474 8.7413  0.33
H: 2.8392 5.8650 7.6363  0.27
H: 0.7518 3.4350 8.7337  0.42
H: 0.1393 2.7762 7.1606  0.11
H: -1.0088 3.5617 8.4050  0.49
H: -1.8119 4.8902 6.9143  -0.12
H: -1.1484 6.5204 7.1996  0.40
H: -0.2476 6.7502 4.9870  0.38
H: -1.8365 5.9350 4.7529  0.34
H: -0.7419 3.6671 4.5462  -0.33
H: 0.8890 4.3909 4.8681  0.38
H: -0.3373 5.9036 2.6574  0.55
H: 1.1391 4.8344 2.5492  0.18
H: -1.7258 4.2081 1.8085  0.33
H: 1.7037 2.9175 1.2793  0.37
H: 1.5892 0.3034 2.0903  0.45
H: 1.4725 0.7863 0.4255  0.05
H: 0.1017 -1.4600 0.4476  0.37
H: -0.6476 -0.5137 -0.8691  0.31
H: -2.5710 -0.9841 -1.4980  0.17
H: -3.7948 -0.6891 -0.1576  0.25
H: -2.7042 -4.4881 -1.4553  0.44
H: -1.5198 -3.1523 -1.3676  0.06
H: -2.3742 -2.0568 -3.3440  0.18
H: -2.2149 -3.7875 -3.7899  0.15
H: -4.1370 -2.6059 -4.4155  0.32
H: -2.2343 -0.0073 2.5163  0.64
H: -0.9387 0.9391 3.3005  -0.01
H: 0.4359 -1.5516 2.5490  0.52
H: -2.0325 -1.9121 4.4180  0.26
H: -1.9828 -2.7045 2.7121  0.16
H: -0.7639 -3.1426 3.9507  0.39
H: 0.0614 3.4474 -1.9782  0.70
H: 1.0550 2.5297 -0.8094  -0.60
H: 0.6175 0.3576 -2.1907  -0.13
H: -0.4959 1.4090 -3.2724  0.52
H: 1.8696 -0.3655 -4.6051  0.19
H: 3.0872 0.6205 -5.4755  0.49
H: 1.2483 0.8589 -5.7373  0.37
H: 0.9907 3.9630 -4.5107  0.35
H: 2.2394 4.3965 -3.2589  0.27
H: 2.7226 3.8288 -4.9567  0.35
H: 3.5178 3.4654 -1.3322  0.30
H: 5.3997 2.7266 0.3554  0.50
H: 6.2498 0.2738 0.2668  0.21
H: 5.3049 -1.4176 -1.4693  0.39
H: 3.4936 -0.6388 -3.0722  0.33
C: 2.4112 -4.0194 -8.2194  -0.32
C: 3.7037 -3.2271 -8.2608  -0.44
O: 3.3521 -1.9268 -7.7790  -0.33
S: 2.1700 -2.0688 -6.6910  1.07
O: 2.7572 -2.0596 -5.3925  -0.54
O: 1.1072 -1.2049 -7.0681  -0.57
O: 1.7477 -3.5879 -7.0284  -0.09
H: 1.7709 -3.7798 -9.0718  0.30
H: 2.5864 -5.0935 -8.1899  0.33
H: 4.1230 -3.1654 -9.2630  0.32
H: 4.4484 -3.6494 -7.5811  0.30
C: -6.8902 -5.1929 -3.9939  -0.23
C: -6.3190 -6.1706 -2.9865  -0.11
O: -7.2053 -7.2912 -3.0199  -0.38
S: -7.7985 -7.4546 -4.5149  1.10
O: -7.0283 -8.4371 -5.1996  -0.52
O: -9.2145 -7.5104 -4.4322  -0.53
O: -7.3664 -6.0008 -5.0737  -0.32
H: -7.7393 -4.6463 -3.5766  0.39
H: -6.1434 -4.4851 -4.3490  0.10
H: -6.2656 -5.7512 -1.9839  0.33
H: -5.3258 -6.5158 -3.2887  0.23
C: 8.8835 0.2712 3.4024  -0.32
C: 9.5644 1.6020 3.6591  -0.38
O: 9.5924 2.2509 2.3849  -0.29
S: 8.2889 1.8177 1.5396  1.10
O: 7.3004 2.8332 1.6868  -0.54
O: 8.7137 1.3368 0.2727  -0.52
O: 7.8531 0.5571 2.4513  -0.29
H: 9.5734 -0.4465 2.9523  0.29
H: 8.4576 -0.1563 4.3086  0.30
H: 10.5719 1.4848 4.0531  0.32
H: 8.9775 2.2221 4.3418  0.29
C: -4.5024 0.5760 6.0112  -0.47
C: -3.0700 0.8087 5.5700  0.43
O: -2.8887 2.2271 5.6427  -0.15
S: -3.7936 2.8120 6.8514  1.05
O: -2.9650 2.9586 7.9971  -0.54
O: -4.5942 3.8691 6.3414  -0.56
O: -4.7246 1.5130 7.0665  -0.35
H: -5.2067 0.7967 5.2050  0.37
H: -4.6651 -0.4408 6.3648  0.34
H: -2.8824 0.4488 4.5615  -0.37
H: -2.3620 0.3412 6.2598  0.24
C: -3.5856 -6.9836 -7.0864  -0.46
C: -4.0295 -5.8602 -6.1698  0.43
O: -2.8130 -5.2995 -5.6618  -0.17
S: -1.6589 -5.4274 -6.7892  1.24
O: -1.5728 -4.1890 -7.4844  -0.58
O: -0.5277 -6.0600 -6.2044  -0.57
O: -2.4122 -6.4896 -7.7417  -0.35
H: -3.3088 -7.8738 -6.5168  0.34
H: -4.3485 -7.2451 -7.8174  0.33
H: -4.6609 -6.2124 -5.3561  -0.49
H: -4.5556 -5.0798 -6.7261  0.23

The LUMO energy comes out at -3.2667 eV. The total charge is +1. As for the total energy: -165801.60903 eV. For the HOMO energy, the calculation gives -10.96 eV. The multiplicity is 1.